A) The following is a quantum chemistry calculation of C8H15N3O in the gas phase, from the Open Molecules 2025 dataset.

HOMO: -9.19 eV
Structure (SMILES): C=CON[C@]1(C)N=N[C@H]1CCC
Molar mass: 169.23 g mol⁻¹
Gap between HOMO and LUMO: 10.1 eV

```
! wB97M-V def2-TZVPD RIJCOSX def2/J DEFGRID3
* xyz 0 1
C 1.130 0.713 3.920
C 1.383 1.300 2.782
O 1.923 0.556 1.749
N 2.031 1.347 0.525
C 1.202 0.678 -0.479
C 1.835 -0.601 -0.880
N 1.017 1.474 -1.653
N -0.218 1.575 -1.544
C -0.296 0.836 -0.241
C -1.294 -0.339 -0.393
C -1.942 -0.560 -1.788
C -2.830 -1.784 -1.706
H 1.009 1.161 4.880
H 1.354 -0.387 3.909
H 1.221 2.391 2.480
H 2.982 1.433 0.118
H 2.724 -0.393 -1.366
H 1.125 -1.260 -1.578
H 1.857 -1.178 0.027
H -0.569 1.512 0.574
H -0.751 -1.331 -0.121
H -2.129 -0.330 0.408
H -2.539 0.337 -2.072
H -1.118 -0.611 -2.469
H -2.240 -2.664 -1.234
H -3.047 -2.213 -2.755
H -3.820 -1.662 -1.092
*
```

=====

B) The following is a quantum chemistry calculation of a molecular structure, C8H15N3O, from the Open Molecules 2025 dataset.

HOMO (spin up / spin down): -8.18 / -8.18 eV
Molar mass: 169.23 g mol⁻¹
Gap between HOMO and LUMO (spin up / spin down): 8.6 / 8.6 eV

```
! wB97M-V def2-TZVPD RIJCOSX def2/J DEFGRID3
* xyz 0 1
C -1.278 0.733 -1.174
C -1.117 0.617 1.231
C -0.065 1.685 -1.286
C -0.220 1.870 1.068
C -1.086 -0.254 0.012
C 0.308 -0.938 0.001
C 0.366 -1.932 1.196
C 0.536 -1.758 -1.307
N 2.515 -0.247 0.260
N 0.658 1.788 -0.027
N 1.332 0.051 0.131
O 3.451 0.540 0.323
H -2.203 1.275 -0.917
H -1.462 0.345 -2.095
H -0.914 0.098 2.289
H -2.213 1.039 1.403
H 0.811 1.326 -1.978
H -0.268 2.707 -1.619
H -0.996 2.627 0.837
H 0.423 2.165 2.012
H -1.768 -1.094 0.119
H -0.111 -1.733 2.174
H 1.458 -2.102 1.476
H -0.131 -2.919 0.950
H 1.516 -2.322 -1.375
H 0.671 -1.034 -2.192
H -0.211 -2.531 -1.514
*
```

=====

So which one is most stable? That would be B), about 0.0023 hartree below the next structure.

=====

A) The following is a quantum chemistry calculation of a gas-phase ion, C7H11N2O2S (charge +1), from the Open Molecules 2025 dataset.

HOMO: -14.06 eV
Structure (SMILES): CCS(=O)(=O)C(C#N)=C1C[NH2+]C1
Molar mass: 187.24 g mol⁻¹
Gap between HOMO and LUMO: 9.2 eV

```
! wB97M-V def2-TZVPD RIJCOSX def2/J DEFGRID3
* xyz 1 1
C -2.309 -0.847 2.619
C -1.739 0.096 1.568
S -1.404 -0.770 0.016
O -2.417 -1.310 -0.822
O -0.383 -1.656 0.440
C -0.581 0.483 -0.949
C -1.414 1.514 -1.407
N -2.108 2.419 -1.570
C 0.848 0.327 -1.151
C 1.819 -0.651 -0.685
N 2.966 0.144 -1.221
C 2.009 1.175 -1.662
H -1.732 -1.823 2.736
H -2.430 -0.347 3.559
H -3.239 -1.311 2.453
H -0.786 0.359 1.832
H -2.383 0.831 1.359
H 1.845 -0.880 0.404
H 1.944 -1.595 -1.164
H 3.676 0.594 -0.594
H 3.566 -0.345 -1.934
H 1.997 1.535 -2.659
H 2.253 2.058 -1.170
*
```

=====

B) The following is a quantum chemistry calculation of a molecular structure, C7H11N2O2S, from the Open Molecules 2025 dataset.

HOMO: -13.07 eV
Molar mass: 187.24 g mol⁻¹
Gap between HOMO and LUMO: 8.9 eV

```
! wB97M-V def2-TZVPD RIJCOSX def2/J DEFGRID3
* xyz 1 1
C 0.185 -1.478 0.207
C -1.071 0.258 -1.701
C 0.675 1.279 1.675
C -1.195 -1.251 -1.941
C 1.987 2.007 1.177
C 0.310 0.801 0.326
C -1.040 0.785 -0.241
N -0.377 -1.973 -0.888
N 0.711 -2.167 1.196
O -2.224 0.550 0.522
O -1.850 1.875 0.034
S 1.585 1.474 -0.555
H -0.132 0.720 -2.092
H -1.899 0.868 -2.200
H 0.983 0.371 2.375
H -0.086 1.877 2.230
H -2.303 -1.539 -1.929
H -0.892 -1.291 -3.013
H 2.064 3.115 1.268
H 2.947 1.567 1.477
H -0.503 -2.982 -1.061
H 1.373 -1.731 1.971
H 0.752 -3.135 1.163
*
```

=====

So which one is most stable? That would be A), about 0.0596 hartree below the next structure.

=====

A) The following is a quantum chemistry calculation of a molecular structure, C31H45IrNO2P2S4, from the Open Molecules 2025 dataset.

HOMO (spin up / spin down): -12.82 / -13.51 eV
Molar mass: 846.14 g mol⁻¹
Gap between HOMO and LUMO (spin up / spin down): 7.6 / 6.5 eV

```
! wB97M-V def2-TZVPD RIJCOSX def2/J DEFGRID3
* xyz 2 2
Ir -0.606 0.867 -0.925
C -3.575 0.969 2.744
C -2.912 0.830 1.404
S -1.222 0.983 1.351
C -3.606 0.590 0.251
C -5.100 0.456 0.142
S -2.772 0.467 -1.215
H -2.856 1.258 3.508
H -4.031 0.024 3.047
H -4.363 1.722 2.712
H -5.525 0.188 1.107
H -5.377 -0.316 -0.575
H -5.564 1.390 -0.183
C -2.653 3.709 -1.127
P -1.189 2.868 -1.785
C 0.016 4.221 -1.823
C -1.528 2.660 -3.573
C -0.445 1.760 -4.157
P -0.447 0.234 -3.169
C -1.816 -0.712 -3.884
C 1.000 -0.685 -3.743
H -2.809 4.589 -1.753
H -2.484 4.037 -0.100
H -3.532 3.075 -1.157
H -0.431 5.005 -2.436
H 0.958 3.905 -2.268
H 0.217 4.619 -0.835
H -1.528 3.643 -4.046
H -2.534 2.249 -3.686
H 0.540 2.223 -4.037
H -0.580 1.559 -5.221
H -1.569 -0.889 -4.932
H -2.766 -0.190 -3.824
H -1.926 -1.668 -3.371
H 1.015 -0.640 -4.834
H 0.935 -1.729 -3.439
H 1.909 -0.253 -3.338
O 1.591 -0.279 -0.913
S 3.059 -0.438 -0.509
C 3.472 -2.191 -0.531
C 2.886 -3.099 0.541
C 1.366 -3.109 0.627
C 0.708 -3.613 -0.644
S -1.030 -3.151 -0.730
O -1.060 -1.656 -0.487
C -1.607 -3.897 0.779
C -1.575 -5.280 0.916
C -2.045 -5.846 2.089
C -2.545 -5.034 3.102
C -2.584 -3.658 2.941
C -2.117 -3.075 1.768
C 3.251 -0.111 1.227
C 2.156 -0.017 2.068
C 2.366 0.279 3.407
C 3.655 0.467 3.888
C 4.745 0.370 3.032
C 4.546 0.091 1.689
H 4.564 -2.179 -0.462
H 3.227 -2.498 -1.551
H 3.289 -2.809 1.513
H 3.267 -4.103 0.336
H 1.001 -2.099 0.812
H 1.056 -3.721 1.475
H 0.776 -4.694 -0.778
H 1.119 -3.130 -1.533
H -1.201 -5.916 0.123
H -2.027 -6.920 2.212
H -2.911 -5.482 4.016
H -2.975 -3.033 3.733
H -2.127 -2.001 1.623
H 1.155 -0.160 1.685
H 1.519 0.355 4.076
H 3.813 0.692 4.935
H 5.748 0.520 3.407
H 5.392 0.036 1.012
C 3.172 4.014 1.265
C 3.393 3.307 0.095
C 2.350 2.579 -0.447
N 1.128 2.516 0.093
C 0.913 3.246 1.194
C 1.900 3.994 1.812
H 3.966 4.584 1.728
H 4.355 3.316 -0.399
H 2.487 2.037 -1.373
H -0.089 3.232 1.598
H 1.662 4.550 2.709
*
```

=====

B) The following is a quantum chemistry calculation of a molecular structure, C31H45IrNO2P2S4, from the Open Molecules 2025 dataset.

HOMO (spin up / spin down): -12.80 / -13.46 eV
Molar mass: 846.14 g mol⁻¹
Gap between HOMO and LUMO (spin up / spin down): 7.3 / 6.4 eV

```
! wB97M-V def2-TZVPD RIJCOSX def2/J DEFGRID3
* xyz 2 2
Ir 0.588 1.341 -0.071
C 2.907 1.251 4.000
C 2.449 1.211 2.574
S 0.831 1.615 2.275
C 3.321 0.840 1.553
C 4.753 0.478 1.828
S 2.829 0.770 -0.055
H 2.122 1.620 4.656
H 3.786 1.890 4.108
H 3.188 0.248 4.331
H 4.846 -0.086 2.755
H 5.363 1.380 1.924
H 5.166 -0.119 1.017
C 1.587 -0.364 -2.970
P 0.619 1.034 -2.372
C -0.937 0.937 -3.317
C 1.480 2.549 -2.963
C 0.976 3.776 -2.201
P 1.068 3.486 -0.392
C -0.021 4.664 0.449
C 2.724 4.010 0.083
H 1.617 -0.356 -4.060
H 1.111 -1.278 -2.613
H 2.600 -0.333 -2.573
H -1.129 1.876 -3.837
H -1.783 0.684 -2.682
H -0.844 0.149 -4.063
H 1.350 2.678 -4.039
H 2.548 2.398 -2.781
H -0.061 4.001 -2.461
H 1.560 4.667 -2.444
H -0.286 5.470 -0.237
H 0.515 5.088 1.297
H -0.928 4.190 0.814
H 2.780 5.091 -0.068
H 3.482 3.519 -0.523
H 2.900 3.788 1.135
O -1.497 -1.115 -0.049
S -2.824 -1.802 -0.233
C -2.448 -3.588 -0.296
C -0.971 -3.858 -0.593
C -0.183 -4.148 0.683
C 1.326 -4.163 0.459
S 2.119 -2.544 0.689
O 1.184 -1.538 0.071
C 1.927 -2.419 2.460
C 0.818 -1.789 3.005
C 0.667 -1.762 4.384
C 1.622 -2.355 5.201
C 2.744 -2.958 4.647
C 2.906 -2.984 3.269
C -3.345 -1.556 -1.926
C -2.666 -2.086 -3.020
C -3.139 -1.839 -4.297
C -4.274 -1.056 -4.485
C -4.943 -0.524 -3.394
C -4.480 -0.778 -2.108
H -3.130 -4.018 -1.029
H -2.729 -3.980 0.683
H -0.519 -2.989 -1.073
H -0.890 -4.705 -1.278
H -0.485 -5.115 1.091
H -0.442 -3.404 1.434
H 1.585 -4.465 -0.558
H 1.852 -4.831 1.142
H 0.095 -1.324 2.345
H -0.199 -1.284 4.823
H 1.495 -2.341 6.276
H 3.491 -3.409 5.286
H 3.777 -3.455 2.826
H -1.785 -2.699 -2.878
H -2.632 -2.268 -5.152
H -4.643 -0.874 -5.486
H -5.834 0.071 -3.540
H -5.008 -0.387 -1.246
C -4.210 2.234 0.511
C -3.538 2.772 -0.575
C -2.193 2.501 -0.725
N -1.498 1.734 0.127
C -2.159 1.204 1.169
C -3.502 1.438 1.395
H -5.262 2.434 0.666
H -4.038 3.398 -1.299
H -1.649 2.915 -1.558
H -1.598 0.557 1.823
H -3.976 0.993 2.258
*
```

=====

So which one is most stable? That would be B), about 0.0422 hartree below the next structure.

=====

A) The following is a quantum chemistry calculation of a molecular structure, C2HNO2S, from the Open Molecules 2025 dataset.

HOMO (spin up / spin down): -8.90 / -8.90 eV
Molar mass: 103.10 g mol⁻¹
Gap between HOMO and LUMO (spin up / spin down): 7.7 / 7.7 eV

```
! wB97M-V def2-TZVPD RIJCOSX def2/J DEFGRID3
* xyz 0 1
C 1.080 -0.502 -0.690
C -0.142 -0.624 -0.123
N -0.463 0.634 -0.497
O 2.169 -0.405 -1.006
O -1.193 1.497 0.191
S -0.254 -1.819 1.045
H -1.197 1.219 1.080
*
```

=====

B) The following is a quantum chemistry calculation of C2HNO2S in the gas phase, from the Open Molecules 2025 dataset.

HOMO: -10.15 eV
Molar mass: 103.10 g mol⁻¹
Gap between HOMO and LUMO: 10.1 eV

```
! wB97M-V def2-TZVPD RIJCOSX def2/J DEFGRID3
* xyz 0 1
C -1.245 -1.838 0.256
C -0.769 0.636 0.106
N -1.181 -0.674 0.175
O -1.497 1.591 0.113
O 0.604 0.805 0.092
S 1.575 -0.584 0.025
H 2.513 0.063 -0.767
*
```

=====

So which one is most stable? That would be B), about 0.0703 hartree below the next structure.